Molecular formula: C32H35As2Cl4FeO3Si
Method: DFT, ωB97M-V/def2-TZVPD

Summary:
* 2S+1: 5
* E: -9331.83484 Ha
* relative energy (zero: lowest compared OMol25 entry of this formula, charge and spin): 2.5 kcal per mole
* charge: -1

Each line ends with the Mulliken spin population.
Element x y z (Å)
Fe -0.235395 -0.730881 0.619148  3.7540
Cl -6.767853 -1.193031 2.082479  0.0002
C -5.154639 -1.570230 1.563572  0.0003
C -4.904012 -2.711579 0.826155  0.0043
Cl -6.197542 -3.782311 0.385144  0.0004
C -3.588942 -3.002542 0.424230  0.0146
Cl -3.231438 -4.430713 -0.501364  0.0010
C -2.529142 -2.167255 0.746750  -0.0506
O -1.284312 -2.395553 0.381567  0.0632
C -2.789685 -0.976792 1.499570  0.0084
O -1.773976 -0.193250 1.765095  0.0663
C -4.094449 -0.712091 1.897619  0.0214
Cl -4.369439 0.738637 2.812720  0.0011
C 2.928832 1.654859 1.435830  0.0078
As 1.802496 0.149312 1.892933  -0.0203
C 0.890243 0.925442 3.437354  -0.0001
C 3.074105 -1.030437 2.799383  0.0232
C 4.402112 -0.649007 2.968407  0.0013
C 5.306407 -1.489503 3.604894  -0.0008
C 4.887870 -2.723763 4.074914  0.0018
C 3.567483 -3.116037 3.897497  -0.0028
C 2.650579 -2.288190 3.257589  0.0015
As 0.786584 -2.823804 2.930281  0.0146
C 0.502603 -3.992659 4.464839  0.0040
C 1.153228 -4.192458 1.589099  0.0048
H 3.353050 2.084710 2.342018  0.0000
H 2.303919 2.389955 0.930904  0.0001
H 3.719981 1.350445 0.752594  0.0005
H 1.608830 1.228780 4.199096  -0.0004
H 0.185248 0.197204 3.831708  0.0028
H 0.316305 1.785257 3.090864  0.0026
H 4.743072 0.313605 2.609439  0.0005
H 6.335255 -1.175934 3.733396  -0.0002
H 5.587232 -3.383699 4.573701  0.0001
H 3.254248 -4.088605 4.259785  -0.0001
H 1.189385 -4.839373 4.468063  0.0007
H -0.520134 -4.362516 4.410142  0.0004
H 0.619505 -3.415535 5.381024  -0.0006
H 1.874889 -4.920316 1.962421  0.0001
H 1.549785 -3.705519 0.698814  -0.0013
H 0.212173 -4.666379 1.318319  0.0006
C 1.106883 1.884773 -4.686027  0.0021
C 1.178297 1.015953 -3.427976  0.0016
C 1.140473 -0.461266 -3.842840  0.0003
C 2.500042 1.302876 -2.702486  0.0024
Si -0.214546 1.253909 -2.157824  0.0784
O 0.102369 0.306846 -0.903021  -0.0482
C -0.298997 3.047668 -1.546474  0.0037
C -0.386621 3.253612 -0.164151  -0.0079
C -0.492519 4.528387 0.378621  -0.0016
C -0.515541 5.637846 -0.455079  -0.0002
C -0.450620 5.461274 -1.830500  0.0002
C -0.350006 4.182384 -2.363622  0.0034
C -1.905201 0.829311 -2.874304  -0.0026
C -2.692131 -0.075547 -2.153282  -0.0007
C -3.963871 -0.437553 -2.577669  -0.0015
C -4.478591 0.104146 -3.746401  -0.0003
C -3.721932 1.010782 -4.478734  0.0001
C -2.451885 1.368714 -4.043937  0.0031
H 1.952542 1.650401 -5.345617  -0.0003
H 1.166648 2.949462 -4.454920  0.0000
H 0.194119 1.704734 -5.257362  -0.0002
H 2.013451 -0.700622 -4.463770  0.0001
H 0.241717 -0.690097 -4.421641  0.0000
H 1.148273 -1.121969 -2.973097  -0.0029
H 3.349882 1.031665 -3.341975  0.0002
H 2.573464 0.728600 -1.775763  -0.0022
H 2.595015 2.363402 -2.449500  0.0004
H -0.394246 2.389033 0.490849  0.0237
H -0.569064 4.655644 1.452229  0.0000
H -0.598165 6.633822 -0.036580  0.0000
H -0.486778 6.321249 -2.489241  0.0000
H -0.326879 4.074829 -3.441483  0.0000
H -2.302056 -0.508544 -1.243338  0.0232
H -4.543948 -1.143029 -1.993267  0.0001
H -5.469034 -0.176101 -4.084707  0.0000
H -4.123730 1.441577 -5.388693  0.0001
H -1.891276 2.093585 -4.624407  0.0001

Atoms 1-3, force components in eV/Å:
Fe -0.09 -0.27 -0.41
Cl 0.05 -0.02 -0.03
C 0.02 0.08 0.07



Molecular formula: C5H12N6S
Method: DFT, ωB97M-V/def2-TZVPD

Summary:
* E: -924.20366 Ha
* relative energy (zero: lowest compared OMol25 entry of this formula, charge and spin): 68.9 kcal per mole

Each line ends with the natural charge from an NBO analysis.
Element x y z (Å)
C -2.799678 -0.553128 0.018226  0.4619
C -1.000918 0.133591 0.724132  0.6154
C -1.205504 2.553841 0.158584  -0.4142
C 3.542312 0.020000 0.202668  -0.8115
C 1.530529 -1.912537 -0.178752  -0.8464
N -1.637756 -0.991451 0.584097  -0.6072
N -2.842782 0.760131 -0.168897  -0.3505
N 1.098418 0.758188 -0.973482  -1.1937
N 1.280095 0.287176 1.549979  -0.8567
N -1.640015 1.196992 0.287035  -0.2643
N -3.781991 -1.409377 -0.376286  -0.8087
S 1.700645 -0.098192 0.152295  1.7828
H -1.996291 3.106163 -0.348160  0.2266
H -1.010300 2.983417 1.142954  0.2132
H -0.284764 2.562425 -0.432000  0.2512
H 3.938262 -0.326161 -0.744598  0.2309
H 3.799194 1.062234 0.371360  0.2520
H 3.890968 -0.589497 1.028037  0.2380
H 0.470765 -2.138965 -0.166839  0.2695
H 1.967118 -2.141515 -1.143910  0.2207
H 2.038750 -2.438053 0.619229  0.2329
H 1.392570 0.480810 -1.896297  0.3676
H -3.756123 -2.313169 0.067721  0.3953
H -4.693503 -0.992913 -0.477090  0.3953

Atoms 1-3, force components in eV/Å:
C 0.73 0.99 0.13
C 2.84 -0.30 0.85
C 0.31 0.56 -0.08



Molecular formula: C5H22N3O4
Method: DFT, ωB97M-V/def2-TZVPD

Summary:
* E: -668.60275 Ha
* relative energy (zero: lowest compared OMol25 entry of this formula, charge and spin): 97.9 kcal per mole
* charge: +1

Each line ends with the natural charge from an NBO analysis.
Element x y z (Å)
C 0.154000 -2.291727 -2.341728  -0.6610
C 0.431533 -1.251790 -1.152227  -0.0371
C 0.664778 -2.174103 0.036751  -0.4885
C 0.958036 -1.486036 1.376259  -0.2218
N -2.468283 -0.670019 1.943273  -0.7489
C -1.179967 -0.668164 1.776407  0.2697
N -0.146845 -1.491857 2.234583  -0.6436
N 1.750248 -0.419103 -1.474927  -0.6859
H -0.839892 -2.771792 -2.137474  0.2548
H 0.996827 -3.031177 -2.545853  0.2424
H -0.115099 -1.785556 -3.406878  0.2319
H -0.339510 -0.408413 -1.062610  0.2562
H 1.489590 -2.930141 -0.018316  0.2475
H -0.276421 -2.771119 0.076686  0.2490
H 1.419743 -0.481054 1.224286  0.1971
H 1.787061 -2.005097 2.117485  0.2305
H -3.089501 -1.315772 2.315906  0.3665
H -0.946678 0.232747 1.151705  0.1669
H -0.586284 -2.318380 2.680745  0.4103
H 1.541049 -0.091859 -2.412166  0.4319
H 2.590876 -0.935740 -1.516302  0.4133
H 1.869331 0.281769 -0.817127  0.4543
H 0.931021 2.463935 -0.719528  0.5424
H 1.492651 1.772816 0.574833  0.4975
O 1.538299 1.761553 -0.344511  -0.9953
H -2.186030 1.998043 0.560386  0.4805
H -2.660709 3.363536 0.102971  0.4742
O -2.004564 2.744932 0.070274  -0.9541
H -0.850091 2.651635 2.689472  0.4833
H 0.103076 1.890325 3.291510  0.4739
O -0.014537 2.202516 2.355964  -0.9519
H -1.106106 2.834236 -2.576553  0.4816
H -0.651112 3.944216 -1.892133  0.4752
O -0.256490 3.156638 -2.161164  -0.9427

Atoms 1-3, force components in eV/Å:
C -1.04 1.77 -2.28
C 1.28 -0.97 -1.64
C 0.29 -0.49 1.04



Molecular formula: C36H28Cl2FeN6O5PS
Method: DFT, ωB97M-V/def2-TZVPD

Summary:
* 2S+1: 5
* E: -5017.25429 Ha
* relative energy (zero: lowest compared OMol25 entry of this formula, charge and spin): 0.0 kcal per mole
* charge: -1

Each line ends with the Mulliken spin population.
Element x y z (Å)
Fe -0.170336 0.830809 -1.181815  3.6871
Cl 2.972405 3.063625 4.616719  0.0003
C 1.756432 2.764478 3.396144  0.0025
C 2.175737 2.370329 2.129293  -0.0002
C 1.237346 2.147790 1.128079  -0.0386
N 1.483709 1.809018 -0.196793  0.0522
C 2.640745 1.984950 -0.804638  0.0158
O 3.790003 2.173146 -0.375394  0.0072
C 2.424117 2.045650 -2.313592  -0.0068
C 3.451497 2.433684 -3.157822  0.0006
C 3.203300 2.517984 -4.515972  0.0002
C 1.938944 2.202582 -4.991527  0.0023
C 0.971935 1.825671 -4.077135  0.0132
N 1.202395 1.760056 -2.763885  0.0436
C -0.134179 2.356447 1.390923  -0.0077
C -0.537419 2.724005 2.665711  -0.0044
C 0.407868 2.914625 3.670375  0.0002
Cl -0.157599 3.368207 5.260317  0.0002
N -0.965135 2.174198 0.275323  0.0381
C -2.071084 2.868836 0.090888  0.0177
O -2.656717 3.693551 0.805849  0.0132
C -2.692057 2.539124 -1.261236  0.0107
C -3.947065 3.023938 -1.594252  -0.0009
C -4.496793 2.670054 -2.812985  0.0014
C -3.783810 1.834144 -3.662106  -0.0014
C -2.540737 1.396942 -3.252854  0.0111
N -1.996882 1.756930 -2.086032  0.0406
H 3.226359 2.245875 1.912108  0.0005
H 4.414638 2.652958 -2.716325  0.0001
H 3.987247 2.820616 -5.201075  -0.0002
H 1.699696 2.248486 -6.046124  -0.0001
H -0.029862 1.569160 -4.404334  -0.0001
H -1.583977 2.898801 2.869566  0.0002
H -4.448271 3.657204 -0.876499  0.0003
H -5.479427 3.027742 -3.096250  0.0000
H -4.184319 1.511412 -4.614317  -0.0002
H -1.962500 0.711742 -3.864371  0.0014
O -0.825160 -2.149037 -3.330904  0.0000
S -1.629256 -2.162151 -2.118554  0.0036
O -2.946973 -2.719444 -2.259192  0.0012
O -1.605452 -0.856879 -1.432958  0.0100
C -0.746526 -3.243652 -0.986380  0.0071
C -0.761495 -4.589630 -1.361982  -0.0001
C -0.071683 -5.534392 -0.626490  0.0008
C 0.643703 -5.139180 0.494012  0.0000
C 0.651369 -3.809497 0.880149  -0.0034
C -0.043528 -2.830069 0.166316  -0.0060
P -0.091463 -1.078973 0.802775  -0.0141
C -1.631155 -1.209004 1.820293  0.0035
C -1.772224 -2.214508 2.779110  -0.0078
C -2.927724 -2.320993 3.536922  -0.0001
C -3.971236 -1.422652 3.340772  -0.0003
C -3.852988 -0.432180 2.378804  0.0009
C -2.692052 -0.331422 1.617296  0.0198
C 1.217173 -1.068183 2.079084  0.0219
C 2.532144 -1.275565 1.654287  0.0070
C 3.595637 -1.130883 2.531296  -0.0017
C 3.359730 -0.766770 3.852582  0.0032
C 2.061787 -0.536273 4.280017  -0.0015
C 0.997274 -0.673724 3.396588  0.0020
H -1.326129 -4.875831 -2.241494  -0.0002
H -0.089422 -6.575299 -0.925470  0.0002
H 1.191777 -5.868592 1.079243  0.0000
H 1.205989 -3.524182 1.764716  0.0006
H -0.966157 -2.921684 2.941016  0.0005
H -3.015385 -3.104981 4.279707  0.0001
H -4.875208 -1.502078 3.933542  0.0000
H -4.662060 0.269783 2.214000  0.0001
H -2.610126 0.437446 0.863351  0.0210
H 2.731565 -1.542912 0.619390  0.0005
H 4.608610 -1.281343 2.178990  0.0000
H 4.188972 -0.629149 4.536245  0.0003
H 1.872747 -0.214782 5.297670  0.0001
H -0.004311 -0.449230 3.737544  0.0005
N 2.788333 -0.898289 -2.697681  0.0036
N 1.464262 -1.053971 -2.178604  0.0293
H 3.218354 -1.805919 -2.830122  0.0012
H 3.340715 -0.392401 -2.016889  0.0005
H 1.441509 -1.778526 -1.468094  -0.0046
H 0.859857 -1.387767 -2.924864  -0.0001

Atoms 1-3, force components in eV/Å:
Fe 0.50 0.39 0.30
Cl -0.15 -0.08 -0.09
C 0.07 -0.04 0.00



Molecular formula: C2F4I2
Method: DFT, ωB97M-V/def2-TZVPD

Summary:
* E: -1070.95981 Ha
* relative energy (zero: lowest compared OMol25 entry of this formula, charge and spin): 0.0 kcal per mole

Each line ends with the natural charge from an NBO analysis.
Element x y z (Å)
C -1.033331 0.092281 0.423062  1.0224
C 1.000549 -0.021777 -0.603190  -0.1769
F -1.590802 1.252606 0.280192  -0.3047
F -0.830476 -0.159654 1.668980  -0.3058
F -1.703453 -0.859675 -0.189752  -0.3161
F 0.558824 0.163039 -1.903752  -0.3658
I 1.920082 1.542689 0.392310  0.2449
I 1.678608 -2.009512 -0.067850  0.2019

Atoms 1-3, force components in eV/Å:
C 3.88 -0.87 -2.69
C -4.74 -0.40 0.96
F -0.40 0.80 -0.34



Molecular formula: C2H5NO4
Method: DFT, ωB97M-V/def2-TZVPD

Summary:
* E: -434.87192 Ha
* relative energy (zero: lowest compared OMol25 entry of this formula, charge and spin): 76.7 kcal per mole

Each line ends with the natural charge from an NBO analysis.
Element x y z (Å)
C 0.182610 1.962374 1.078488  0.7727
C 0.170587 0.481841 -0.244359  0.5432
N 0.086896 -0.614505 0.668275  -0.9149
O 0.619797 3.039882 0.790619  -0.5540
O -0.296495 1.345356 2.164132  -0.7001
O 1.254471 0.594922 -1.082627  -0.7054
O -1.016823 0.514459 -0.984362  -0.7432
H -0.563975 -1.275918 0.299118  0.3832
H -0.576715 0.371229 1.956190  0.5351
H 0.971565 -1.261355 0.944575  0.4109
H 1.127681 -0.142354 -1.820571  0.4685
H -1.190265 1.513333 -1.191618  0.5040

Atoms 1-3, force components in eV/Å:
C 0.43 -3.55 -2.84
C 0.28 3.05 1.92
N 2.04 -3.19 0.69